# 1
Molecular formula: C4H10O
Method: DFT, wB97M-V/def2-TZVPD

The calculation puts the energy above the lowest of the compared OMol25 structures with the same formula, charge and spin at 50.9 kcal per mole. The charge is 0. For the lowest unoccupied orbital energy, the calculation gives 0.460 eV. As for the structure (SMILES): C=O.CCC. For the total energy, the calculation gives -233.5639 Ha. Its orbital gap is 10.72 eV.

Element x y z (Å)
C1 -3.05 -0.68 0.02
O1 -2.26 0.27 -0.10
H1 -2.81 -1.61 0.54
H2 -4.17 -0.45 -0.14
C2 1.39 0.27 -1.28
C3 0.90 0.76 0.11
C4 0.94 -0.29 1.11
H3 2.49 0.41 -1.22
H4 1.22 1.04 -2.19
H5 1.07 -0.64 -1.67
H6 -0.04 1.30 0.15
H7 1.53 1.64 0.56
H8 0.22 -0.19 1.97
H9 0.66 -1.25 0.64
H10 1.90 -0.58 1.51

---

# 2
Molecular formula: C4H10O
Method: DFT, wB97M-V/def2-TZVPD

The calculation puts the energy above the lowest of the compared OMol25 structures with the same formula, charge and spin at 26.3 kcal per mole. The charge is 0. For the lowest unoccupied orbital energy, the calculation gives 0.896 eV. As for the structure (SMILES): C/C=C/C.O. For the total energy, the calculation gives -233.6030 Ha. Its orbital gap is 10.01 eV.

Element x y z (Å)
C1 -1.03 0.48 2.27
C2 -1.28 -0.35 1.04
C3 -1.98 0.04 -0.01
C4 -2.34 -0.77 -1.25
H1 -1.60 0.03 3.09
H2 0.02 0.36 2.56
H3 -1.34 1.51 2.13
H4 -0.89 -1.37 1.10
H5 -2.23 1.11 -0.07
H6 -2.89 -1.65 -0.89
H7 -2.90 -0.22 -1.99
H8 -1.38 -1.17 -1.59
O1 5.32 0.45 -1.75
H9 6.15 0.69 -1.34
H10 4.50 0.62 -1.29

---

# 3
Molecular formula: C4H10O
Method: DFT, wB97M-V/def2-TZVPD

The calculation puts the energy above the lowest of the compared OMol25 structures with the same formula, charge and spin at 48.5 kcal per mole. The charge is 0. For the lowest unoccupied orbital energy, the calculation gives 0.746 eV. As for the structure (SMILES): C=CCC.O. For the total energy, the calculation gives -233.5677 Ha. Its orbital gap is 9.91 eV.

Element x y z (Å)
C1 1.70 1.25 -0.33
C2 0.44 0.97 -0.74
C3 -0.51 0.13 0.00
C4 -1.90 0.29 -0.57
H1 2.49 1.98 -0.70
H2 2.01 0.85 0.57
H3 0.14 1.57 -1.56
H4 -0.27 -0.95 -0.13
H5 -0.53 0.49 1.09
H6 -1.92 0.10 -1.73
H7 -2.59 -0.59 -0.19
H8 -2.32 1.37 -0.38
O1 0.92 -2.15 1.54
H9 1.06 -2.88 0.84
H10 1.29 -2.42 2.29

---

# 4
Molecular formula: C4H10O
Method: DFT, wB97M-V/def2-TZVPD

The calculation puts the energy above the lowest of the compared OMol25 structures with the same formula, charge and spin at 50.1 kcal per mole. The charge is 0. For the lowest unoccupied orbital energy, the calculation gives 1.063 eV. As for the structure (SMILES): CC[C@@H](C)O. For the total energy, the calculation gives -233.5651 Ha. Its orbital gap is 11.14 eV.

Element x y z (Å)
C1 -1.03 -0.59 1.73
C2 -0.06 0.19 0.85
C3 -0.18 -0.15 -0.62
C4 0.97 0.78 -1.49
O1 0.15 -1.48 -0.92
H1 -0.86 -1.67 1.62
H2 -2.07 -0.39 1.46
H3 -0.90 -0.33 2.78
H4 -0.22 1.27 0.94
H5 0.97 -0.03 1.16
H6 -1.15 0.14 -1.05
H7 0.50 1.74 -1.44
H8 1.97 0.82 -1.02
H9 1.15 0.57 -2.58
H10 0.77 -0.86 -1.43

---

# 5
Molecular formula: C4H10O2
Method: DFT, wB97M-V/def2-TZVPD

The calculation puts the energy above the lowest of the compared OMol25 structures with the same formula, charge and spin at 157.6 kcal per mole. The charge is 0. For the lowest unoccupied orbital energy, the calculation gives -3.526 eV. For the total energy, the calculation gives -308.6469 Ha. Its orbital gap is 3.75 eV.

Element x y z (Å)
C1 0.25 -0.13 0.09
C2 -1.13 -0.05 0.56
C3 -2.31 -0.25 -0.21
C4 -3.61 -0.18 0.36
H1 0.03 -0.26 -0.92
H2 0.68 -1.11 0.36
H3 0.93 0.68 0.29
H4 -2.21 -0.52 -1.27
H5 -3.66 0.41 1.27
H6 -4.50 -0.39 -0.21
H7 -1.24 -0.29 1.63
H8 2.77 0.10 -0.38
O1 3.03 0.34 0.80
H9 2.55 -0.09 -2.19
H10 3.87 0.80 0.84
O2 2.17 0.20 -1.34

---

# 6
Molecular formula: C4H10O2
Method: DFT, wB97M-V/def2-TZVPD

The calculation puts the energy above the lowest of the compared OMol25 structures with the same formula, charge and spin at 22.2 kcal per mole. The charge is 0. For the lowest unoccupied orbital energy, the calculation gives 0.967 eV. As for the structure (SMILES): C[C@H](O)CCO. For the total energy, the calculation gives -308.8627 Ha. Its orbital gap is 11.07 eV.

Element x y z (Å)
C1 -1.41 1.50 0.39
C2 -0.88 0.21 -0.20
O1 -1.46 -0.93 0.42
C3 0.63 0.17 -0.01
C4 1.30 -1.11 -0.48
O2 2.71 -0.93 -0.34
H1 -2.47 1.70 0.21
H2 -0.84 2.39 0.16
H3 -1.50 1.35 1.48
H4 -1.08 0.11 -1.26
H5 -2.03 -0.67 1.15
H6 1.10 1.02 -0.50
H7 0.81 0.17 1.07
H8 0.90 -1.91 0.14
H9 1.10 -1.39 -1.51
H10 3.12 -1.70 -0.74

---

# 7
Molecular formula: C4H10O2
Method: DFT, wB97M-V/def2-TZVPD

The calculation puts the energy above the lowest of the compared OMol25 structures with the same formula, charge and spin at 46.6 kcal per mole. The charge is 0. For the lowest unoccupied orbital energy, the calculation gives 0.846 eV. For the total energy, the calculation gives -308.8239 Ha. Its orbital gap is 9.41 eV.

Element x y z (Å)
C1 1.81 -0.43 -0.18
C2 -0.73 1.01 1.01
C3 0.46 -1.15 -0.32
C4 -0.95 0.16 -0.19
O1 -2.14 -0.43 -0.18
O2 -0.77 0.91 -1.31
H1 1.87 -0.03 0.85
H2 1.86 0.48 -0.83
H3 2.57 -1.18 -0.26
H4 -1.62 1.57 1.21
H5 0.14 1.63 0.95
H6 -0.53 0.27 1.78
H7 0.15 -1.71 -1.15
H8 0.29 -1.73 0.54
H9 -2.31 -0.98 -0.93
H10 -0.08 1.59 -1.00

---

# 8
Molecular formula: C4H10O2
Method: DFT, wB97M-V/def2-TZVPD

The calculation puts the energy above the lowest of the compared OMol25 structures with the same formula, charge and spin at 43.2 kcal per mole. The charge is 0. For the lowest unoccupied orbital energy, the calculation gives 0.678 eV. As for the structure (SMILES): C/C=C/CO.O. For the total energy, the calculation gives -308.8293 Ha. Its orbital gap is 9.91 eV.

Element x y z (Å)
C1 2.73 -0.41 0.53
C2 1.31 -0.20 0.81
C3 0.28 -0.49 -0.02
C4 -1.15 -0.48 0.37
O1 -1.31 0.30 1.62
H1 3.15 0.63 0.33
H2 2.82 -0.86 -0.44
H3 3.32 -0.95 1.21
H4 1.04 0.42 1.70
H5 0.54 -1.08 -0.94
H6 -1.75 -0.03 -0.41
H7 -1.57 -1.54 0.60
H8 -2.02 0.93 1.41
O2 -2.62 1.62 -2.28
H9 -1.71 1.38 -2.10
H10 -3.05 0.77 -2.37

---

# 9
Molecular formula: C4H10O2
Method: DFT, wB97M-V/def2-TZVPD

The calculation puts the energy above the lowest of the compared OMol25 structures with the same formula, charge and spin at 144.0 kcal per mole. The charge is 0. For the lowest unoccupied orbital energy, the calculation gives 0.957 eV. As for the structure (SMILES): C1CO1.COC. For the total energy, the calculation gives -308.6687 Ha. Its orbital gap is 9.63 eV.

Element x y z (Å)
C1 1.44 -0.58 -0.36
C2 2.01 0.94 0.08
O1 2.70 -0.28 0.15
H1 1.08 -1.46 0.17
H2 1.37 -0.64 -1.45
H3 2.09 1.45 1.04
H4 2.31 1.56 -0.77
C3 -1.77 -1.29 -0.08
O2 -0.70 -0.42 0.21
C4 -1.10 1.21 0.35
H5 -2.56 -1.17 0.65
H6 -2.16 -1.10 -1.09
H7 -1.40 -2.32 -0.01
H8 -1.64 1.19 1.30
H9 0.15 1.53 0.30
H10 -1.82 1.37 -0.47

---

# 10
Molecular formula: C4H10O2
Method: DFT, wB97M-V/def2-TZVPD

The calculation puts the energy above the lowest of the compared OMol25 structures with the same formula, charge and spin at 33.7 kcal per mole. The charge is 0. For the lowest unoccupied orbital energy, the calculation gives 0.707 eV. As for the structure (SMILES): CC(C)(O)CO. For the total energy, the calculation gives -308.8445 Ha. Its orbital gap is 10.04 eV.

Element x y z (Å)
C1 -1.30 -1.06 -0.43
C2 -0.24 -0.07 0.06
C3 -0.67 1.46 0.31
O1 -0.10 -0.28 1.49
C4 1.12 -0.42 -0.55
O2 2.08 0.40 0.09
H1 -1.02 -2.08 -0.13
H2 -2.27 -0.84 0.01
H3 -1.41 -1.05 -1.52
H4 -0.51 1.98 -0.62
H5 -1.73 1.54 0.56
H6 -0.17 2.08 1.09
H7 0.79 0.09 1.66
H8 1.35 -1.49 -0.34
H9 1.13 -0.29 -1.64
H10 2.96 0.02 -0.03

---

# 11
Molecular formula: C4H10O2
Method: DFT, wB97M-V/def2-TZVPD

The calculation puts the energy above the lowest of the compared OMol25 structures with the same formula, charge and spin at 26.7 kcal per mole. The charge is 0. For the lowest unoccupied orbital energy, the calculation gives 1.062 eV. As for the structure (SMILES): COC(C)OC. For the total energy, the calculation gives -308.8556 Ha. Its orbital gap is 11.24 eV.

Element x y z (Å)
C1 0.01 1.21 1.45
O1 0.21 -0.17 1.17
C2 -0.33 -0.60 -0.05
C3 -1.83 -0.39 -0.16
O2 0.26 0.03 -1.15
C4 1.64 -0.22 -1.27
H1 0.68 1.45 2.27
H2 0.25 1.84 0.58
H3 -1.02 1.42 1.76
H4 -0.09 -1.68 -0.07
H5 -2.06 0.67 -0.26
H6 -2.21 -0.92 -1.04
H7 -2.32 -0.80 0.73
H8 2.00 0.30 -2.16
H9 1.83 -1.30 -1.39
H10 2.20 0.13 -0.39

---

# 12
Molecular formula: C4H10O2
Method: DFT, wB97M-V/def2-TZVPD

The calculation puts the energy above the lowest of the compared OMol25 structures with the same formula, charge and spin at 35.2 kcal per mole. The charge is 0. For the lowest unoccupied orbital energy, the calculation gives 0.710 eV. As for the structure (SMILES): C/C=C(/C)O.O. For the total energy, the calculation gives -308.8421 Ha. Its orbital gap is 9.72 eV.

Element x y z (Å)
C1 1.91 -0.36 -0.88
C2 0.46 -0.16 -1.27
C3 -0.42 0.38 -0.43
C4 -1.81 0.80 -0.81
O1 -0.20 0.66 0.95
H1 2.44 0.59 -0.80
H2 2.43 -1.06 -1.54
H3 1.92 -0.77 0.14
H4 0.15 -0.39 -2.28
H5 -2.59 0.10 -0.51
H6 -1.93 1.02 -1.87
H7 -1.89 1.73 -0.25
H8 0.73 0.86 0.82
O2 -0.67 -0.83 3.08
H9 -0.35 -0.99 2.19
H10 -0.20 -1.58 3.45

---

# 13
Molecular formula: C4H10O2
Method: DFT, wB97M-V/def2-TZVPD

The calculation puts the energy above the lowest of the compared OMol25 structures with the same formula, charge and spin at 18.4 kcal per mole. The charge is 0. For the lowest unoccupied orbital energy, the calculation gives 0.761 eV. As for the structure (SMILES): CC[C@@H](O)CO. For the total energy, the calculation gives -308.8688 Ha. Its orbital gap is 10.82 eV.

Element x y z (Å)
C1 -2.14 -0.75 0.32
C2 -1.07 0.29 0.04
C3 0.33 -0.24 -0.31
O1 0.51 -0.02 -1.70
C4 1.43 0.48 0.46
O2 2.66 0.17 -0.19
H1 -3.13 -0.29 0.27
H2 -2.12 -1.56 -0.41
H3 -2.04 -1.19 1.32
H4 -1.33 0.86 -0.86
H5 -1.02 1.01 0.87
H6 0.41 -1.32 -0.09
H7 1.45 0.15 -1.84
H8 1.45 0.14 1.51
H9 1.25 1.56 0.45
H10 3.36 0.72 0.18

---

# 14
Molecular formula: C4H10O2
Method: DFT, wB97M-V/def2-TZVPD

The calculation puts the energy above the lowest of the compared OMol25 structures with the same formula, charge and spin at 27.3 kcal per mole. The charge is 0. For the lowest unoccupied orbital energy, the calculation gives 0.932 eV. As for the structure (SMILES): CO[C@@H](C)CO. For the total energy, the calculation gives -308.8547 Ha. Its orbital gap is 10.31 eV.

Element x y z (Å)
C1 1.67 1.13 0.24
O1 1.06 -0.11 0.55
C2 -0.01 -0.47 -0.30
C3 -0.23 -1.97 -0.08
C4 -1.27 0.33 0.02
O2 -1.18 1.67 -0.45
H1 2.45 1.28 0.99
H2 2.13 1.11 -0.76
H3 0.96 1.96 0.27
H4 0.26 -0.28 -1.35
H5 0.70 -2.51 -0.28
H6 -1.01 -2.36 -0.75
H7 -0.52 -2.17 0.95
H8 -2.14 -0.15 -0.45
H9 -1.41 0.29 1.11
H10 -1.44 2.25 0.27

---

# 15
Molecular formula: C4H10O2
Method: DFT, wB97M-V/def2-TZVPD

The calculation puts the energy above the lowest of the compared OMol25 structures with the same formula, charge and spin at 57.3 kcal per mole. The charge is 0. For the lowest unoccupied orbital energy, the calculation gives 0.843 eV. As for the structure (SMILES): CCCC=O.O. For the total energy, the calculation gives -308.8068 Ha. Its orbital gap is 10.49 eV.

Element x y z (Å)
C1 1.54 -0.85 0.54
C2 0.93 0.28 -0.37
C3 0.72 0.05 -1.88
C4 1.22 1.20 -2.87
O1 0.86 1.17 -3.96
H1 1.62 -0.44 1.52
H2 2.43 -1.32 0.31
H3 0.81 -1.67 0.59
H4 1.41 1.28 -0.31
H5 -0.23 0.41 0.00
H6 -0.22 -0.29 -2.11
H7 1.21 -0.92 -2.26
H8 1.48 2.16 -2.34
O2 -4.74 -0.49 4.00
H9 -5.18 -0.27 4.75
H10 -3.86 -0.30 4.39

---

# 16
Molecular formula: C4H10O2
Method: DFT, wB97M-V/def2-TZVPD

The calculation puts the energy above the lowest of the compared OMol25 structures with the same formula, charge and spin at 66.9 kcal per mole. The charge is 0. For the lowest unoccupied orbital energy, the calculation gives 0.748 eV. For the total energy, the calculation gives -308.7915 Ha. Its orbital gap is 10.77 eV.

Element x y z (Å)
O1 2.29 -0.82 -0.89
C1 1.04 -0.61 -1.02
C2 0.09 -0.35 0.03
C3 -1.31 -0.05 -0.47
C4 -2.26 0.13 0.72
H1 0.70 -0.39 -2.04
H2 0.22 -0.52 1.09
H3 0.85 0.52 -0.38
H4 -1.23 0.85 -1.08
H5 -1.68 -0.83 -1.14
H6 -2.28 -0.79 1.30
H7 -3.28 0.36 0.41
H8 -1.91 0.93 1.37
H9 3.42 1.09 0.73
H10 2.64 -0.11 0.28
O2 2.69 0.58 1.10

---

# 17
Molecular formula: C4H10O2
Method: DFT, wB97M-V/def2-TZVPD

The calculation puts the energy above the lowest of the compared OMol25 structures with the same formula, charge and spin at 13.5 kcal per mole. The charge is 0. For the lowest unoccupied orbital energy, the calculation gives 0.873 eV. As for the structure (SMILES): CC(C)C=O.O. For the total energy, the calculation gives -308.8767 Ha. Its orbital gap is 10.92 eV.

Element x y z (Å)
C1 -1.14 -1.01 -0.62
C2 -0.10 0.08 -0.88
C3 -0.43 1.40 -0.19
C4 1.28 -0.44 -0.55
O1 2.13 0.15 0.09
H1 -0.91 -1.93 -1.17
H2 -1.17 -1.25 0.45
H3 -2.13 -0.67 -0.93
H4 -0.05 0.25 -1.97
H5 -1.19 1.95 -0.75
H6 -0.81 1.21 0.82
H7 0.46 2.03 -0.10
H8 1.51 -1.44 -0.98
O2 0.48 -0.37 2.38
H9 0.17 0.42 2.84
H10 1.26 -0.07 1.89

---

# 18
Molecular formula: C4H10O2
Method: DFT, wB97M-V/def2-TZVPD

The calculation puts the energy above the lowest of the compared OMol25 structures with the same formula, charge and spin at 120.7 kcal per mole. The charge is 0. For the lowest unoccupied orbital energy, the calculation gives 0.783 eV. For the total energy, the calculation gives -308.7058 Ha. Its orbital gap is 7.87 eV.

Element x y z (Å)
C1 2.29 -0.94 -0.31
O1 1.32 -0.23 0.42
C2 0.49 0.60 -0.43
C3 -0.56 1.31 0.32
C4 -2.39 -0.02 0.21
O2 -1.25 0.14 1.12
H1 1.83 -1.60 -1.06
H2 2.97 -0.25 -0.84
H3 2.87 -1.54 0.39
H4 0.08 -0.08 -1.21
H5 1.08 1.36 -0.94
H6 -0.17 1.93 1.12
H7 -2.89 -0.94 0.49
H8 -2.09 -0.02 -0.85
H9 -3.00 0.87 0.37
H10 -0.58 -0.60 1.20

---

# 19
Molecular formula: C4H10O2
Method: DFT, wB97M-V/def2-TZVPD

The calculation puts the energy above the lowest of the compared OMol25 structures with the same formula, charge and spin at 46.3 kcal per mole. The charge is 0. For the lowest unoccupied orbital energy, the calculation gives 1.013 eV. As for the structure (SMILES): CCOCCO. For the total energy, the calculation gives -308.8244 Ha. Its orbital gap is 10.87 eV.

Element x y z (Å)
C1 -2.17 -0.77 0.13
C2 -1.22 0.08 -0.67
O1 0.03 -0.15 -0.11
C3 1.08 0.65 -0.51
C4 2.06 0.40 0.71
O2 2.12 -0.94 1.12
H1 -1.87 -1.82 0.07
H2 -3.19 -0.66 -0.24
H3 -2.13 -0.47 1.18
H4 -1.46 1.15 -0.60
H5 -1.20 -0.19 -1.74
H6 0.84 1.74 -0.56
H7 1.41 0.39 -1.55
H8 1.68 1.02 1.52
H9 2.83 0.73 0.06
H10 1.18 -1.17 1.20

---

# 20
Molecular formula: C4H10O2P2S3
Method: DFT, wB97M-V/def2-TZVPD

The calculation puts the energy above the lowest of the compared OMol25 structures with the same formula, charge and spin at 0.0 kcal per mole. The charge is 0. For the lowest unoccupied orbital energy, the calculation gives -0.076 eV. As for the structure (SMILES): C[P@]1(=S)OCCO[P@](C)(=S)S1. For the total energy, the calculation gives -2186.2413 Ha. Its orbital gap is 8.82 eV.

Element x y z (Å)
C1 2.26 -1.13 1.89
P1 1.32 -0.73 0.39
S1 1.55 -1.43 -1.42
O1 1.33 0.89 0.55
C2 0.66 1.64 -0.45
C3 -0.92 1.84 -0.30
O2 -1.70 0.80 -0.91
P2 -2.34 -0.46 -0.09
C4 -2.35 -1.76 -1.36
S2 -4.12 0.01 0.57
S3 -0.78 -0.88 1.32
H1 2.39 -0.07 2.35
H2 1.64 -1.74 2.55
H3 3.20 -1.58 1.57
H4 0.80 1.07 -1.40
H5 1.22 2.60 -0.36
H6 -1.21 1.98 0.74
H7 -1.22 2.78 -0.95
H8 -2.70 -1.30 -2.31
H9 -1.48 -2.29 -1.58
H10 -3.17 -2.53 -1.26